[1]
The following is a DFT calculation (ωB97M-V/def2-TZVPD) of 2 unconnected molecules or ions with the total composition C4H12.

## Properties
- Energy relative to the best compared isomer or geometry (same formula, charge and spin): 87.95 kJ/mol
- Structure (SMILES): CC.CC
- E_HOMO: -11.38 eV
- DFT total energy: -4341.6168 eV

Geometry as ORCA input:
```
! RIJCOSX wB97M-V def2-TZVPD def2/J DEFGRID3
* xyz 0 1
C 1.1813 0.4460 2.5082
C 1.6962 0.8202 1.1307
H 1.2110 1.3070 3.1829
H 0.2487 -0.0324 2.3690
H 1.7003 -0.4641 2.8073
H 1.3919 1.9152 1.0528
H 2.8139 0.8454 1.0823
H 1.2140 0.2266 0.3099
C -1.6540 0.0705 -1.6751
C -1.1504 -1.3678 -1.9249
H -2.7842 0.0204 -1.7496
H -1.3689 0.5337 -0.7880
H -1.2937 0.7448 -2.4026
H -0.2454 -1.4080 -1.4037
H -1.0986 -1.4744 -3.0087
H -1.8620 -2.1831 -1.4905
*
```

---

[2]
The following is a DFT calculation (ωB97M-V/def2-TZVPD) of 2 unconnected molecules or ions with the total composition C4H12.

## Properties
- Energy relative to the best compared isomer or geometry (same formula, charge and spin): 117.88 kJ/mol
- Structure (SMILES): CC.CC
- E_HOMO: -11.35 eV
- DFT total energy: -4341.3066 eV

Geometry as ORCA input:
```
! RIJCOSX wB97M-V def2-TZVPD def2/J DEFGRID3
* xyz 0 1
C 1.1986 2.1506 0.4390
C -0.3164 2.1114 0.4251
H 1.6484 2.8189 1.3124
H 1.6232 1.1064 0.4855
H 1.6187 2.6746 -0.3436
H -0.6855 1.1586 -0.1074
H -0.7902 2.8738 0.0277
H -0.6503 1.9738 1.4080
C -0.9902 -2.1059 0.0243
C 0.1985 -2.1220 -0.9187
H -1.0168 -2.8456 0.9483
H -1.1831 -1.0220 0.3802
H -1.9534 -2.4450 -0.4048
H 1.0987 -1.7917 -0.4905
H 0.1660 -3.1299 -1.4709
H 0.0338 -1.4061 -1.7147
*
```

---

[3]
The following is a DFT calculation (ωB97M-V/def2-TZVPD) of 2 unconnected molecules or ions with the total composition C4H12.

## Properties
- Energy relative to the best compared isomer or geometry (same formula, charge and spin): 156.70 kJ/mol
- Structure (SMILES): CC.CC
- E_HOMO: -10.77 eV
- DFT total energy: -4340.9042 eV

Geometry as ORCA input:
```
! RIJCOSX wB97M-V def2-TZVPD def2/J DEFGRID3
* xyz 0 1
C 1.4473 -0.6594 0.2704
C 2.2431 0.5414 0.6237
H 2.1184 -1.4795 -0.0816
H 0.9543 -0.8921 1.2199
H 0.8349 -0.3973 -0.6896
H 1.6082 1.4301 0.6146
H 3.0022 0.7864 -0.1769
H 2.6564 0.7439 1.6553
C -1.8670 0.5548 0.0934
C -1.8269 -0.4675 -1.0038
H -2.8249 0.7061 0.5751
H -1.4160 0.4468 1.0356
H -1.3290 1.4508 -0.4047
H -2.1398 -1.4270 -0.4295
H -2.6411 -0.4791 -1.7579
H -0.8029 -0.7053 -1.4620
*
```

---

[4]
The following is a DFT calculation (ωB97M-V/def2-TZVPD) of 2 unconnected molecules or ions with the total composition C4H12.

## Properties
- Energy relative to the best compared isomer or geometry (same formula, charge and spin): 25.49 kJ/mol
- Structure (SMILES): CC.CC
- E_HOMO: -11.61 eV
- DFT total energy: -4342.2641 eV

Geometry as ORCA input:
```
! RIJCOSX wB97M-V def2-TZVPD def2/J DEFGRID3
* xyz 0 1
C -1.4207 -0.3117 0.6458
C -2.9062 -0.0789 0.8762
H -1.2533 -0.4281 -0.4388
H -0.8786 0.5581 0.9357
H -1.0653 -1.1497 1.1749
H -3.0152 0.1985 1.9007
H -3.3883 -1.0275 0.6403
H -3.2664 0.7576 0.2473
C 2.0886 -0.4840 -0.4368
C 2.2246 0.8808 -1.0824
H 1.1085 -0.5517 0.1170
H 2.0961 -1.2721 -1.2173
H 2.9107 -0.7253 0.2707
H 3.1677 0.9121 -1.6328
H 2.2909 1.6575 -0.2546
H 1.3756 1.0332 -1.7595
*
```

---

[5]
The following is a DFT calculation (ωB97M-V/def2-TZVPD) of 2 unconnected molecules or ions with the total composition C4H12.

## Properties
- Energy relative to the best compared isomer or geometry (same formula, charge and spin): 43.86 kJ/mol
- Structure (SMILES): CC.CC
- E_HOMO: -11.46 eV
- DFT total energy: -4342.0737 eV

Geometry as ORCA input:
```
! RIJCOSX wB97M-V def2-TZVPD def2/J DEFGRID3
* xyz 0 1
C 0.5724 -0.3890 -1.9598
C -0.8891 -0.0503 -2.1546
H 0.7954 -0.9534 -1.0568
H 0.9089 -0.8622 -2.8916
H 1.1686 0.5316 -1.8683
H -1.4136 -0.9454 -2.5164
H -1.0126 0.6108 -3.0192
H -1.2667 0.4977 -1.2876
C 0.4599 0.8502 2.2160
C -0.1697 -0.5459 2.0027
H 1.5489 0.7953 2.1996
H 0.1260 1.6351 1.5302
H 0.1540 1.3306 3.1510
H -0.5422 -0.5157 0.9689
H 0.6333 -1.2647 2.1134
H -1.0735 -0.7246 2.5725
*
```

---

[6]
The following is a DFT calculation (ωB97M-V/def2-TZVPD) of 2 unconnected molecules or ions with the total composition C4H12.

## Properties
- Energy relative to the best compared isomer or geometry (same formula, charge and spin): 171.34 kJ/mol
- Structure (SMILES): CC.CC
- E_HOMO: -10.95 eV
- DFT total energy: -4340.7525 eV

Geometry as ORCA input:
```
! RIJCOSX wB97M-V def2-TZVPD def2/J DEFGRID3
* xyz 0 1
C -1.5729 -0.9346 -1.5164
C -0.3859 -1.8092 -2.0795
H -1.6393 -0.5673 -0.4368
H -1.2832 0.1383 -2.0091
H -2.5159 -1.4125 -1.6828
H -0.4902 -1.7503 -3.2576
H -0.4752 -2.8248 -1.7605
H 0.5424 -1.3938 -1.8125
C 0.7826 0.7225 1.3721
C 1.2018 1.8967 2.3658
H 0.5124 -0.2824 1.8412
H -0.0204 1.2724 0.8079
H 1.7151 0.3637 0.7232
H 0.6871 2.8101 1.8984
H 0.7507 1.6273 3.3113
H 2.1908 2.1439 2.2352
*
```

---

[7]
The following is a DFT calculation (ωB97M-V/def2-TZVPD) of 2 unconnected molecules or ions with the total composition C4H12.

## Properties
- Energy relative to the best compared isomer or geometry (same formula, charge and spin): 121.44 kJ/mol
- Structure (SMILES): CC.CC
- E_HOMO: -11.15 eV
- DFT total energy: -4341.2696 eV

Geometry as ORCA input:
```
! RIJCOSX wB97M-V def2-TZVPD def2/J DEFGRID3
* xyz 0 1
C 0.2105 -0.5229 2.3347
C 1.5414 -0.3340 1.7276
H 0.3277 -0.7258 3.3818
H -0.5741 0.2169 2.1033
H -0.3403 -1.3765 1.8389
H 1.5040 0.7391 1.2242
H 1.7501 -1.1139 0.9697
H 2.3569 -0.4340 2.4670
C -0.1422 0.3847 -1.6825
C -1.5663 0.5237 -2.2664
H 0.5873 -0.0943 -2.4981
H 0.1845 1.2396 -1.2879
H -0.0621 -0.3323 -0.8472
H -1.7668 1.4343 -2.8543
H -1.7312 -0.2282 -3.0481
H -2.2792 0.6236 -1.5628
*
```

---

[8]
The following is a DFT calculation (ωB97M-V/def2-TZVPD) of 2 unconnected molecules or ions with the total composition C4H12.

## Properties
- Energy relative to the best compared isomer or geometry (same formula, charge and spin): 48.61 kJ/mol
- Structure (SMILES): CC.CC
- E_HOMO: -11.11 eV
- DFT total energy: -4342.0245 eV

Geometry as ORCA input:
```
! RIJCOSX wB97M-V def2-TZVPD def2/J DEFGRID3
* xyz 0 1
C 1.6001 0.4182 -0.5788
C 2.2667 0.6006 0.7972
H 0.8367 -0.3578 -0.5253
H 1.0835 1.3275 -0.8809
H 2.3364 0.1263 -1.3200
H 2.1579 -0.2855 1.4225
H 2.0044 1.5248 1.3011
H 3.3513 0.6039 0.6428
C -2.2203 -0.4165 0.6307
C -1.7743 -0.5986 -0.8023
H -3.1027 0.2140 0.7077
H -2.4013 -1.3751 1.1184
H -1.4039 0.0577 1.1776
H -2.0736 -1.4436 -1.4260
H -0.6833 -0.6969 -0.8746
H -1.9776 0.3012 -1.3900
*
```

---

[9]
The following is a DFT calculation (ωB97M-V/def2-TZVPD) of 2 unconnected molecules or ions with the total composition C4H12.

## Properties
- Energy relative to the best compared isomer or geometry (same formula, charge and spin): 26.06 kJ/mol
- Structure (SMILES): CC.CC
- E_HOMO: -11.64 eV
- DFT total energy: -4342.2581 eV

Geometry as ORCA input:
```
! RIJCOSX wB97M-V def2-TZVPD def2/J DEFGRID3
* xyz 0 1
C 1.3441 -0.9612 0.6817
C 0.8869 -1.8746 1.8280
H 0.8342 -1.1363 -0.2654
H 1.3626 0.0819 0.9801
H 2.3700 -1.2084 0.3758
H 1.6820 -2.0113 2.5506
H 0.6003 -2.8598 1.4482
H -0.0563 -1.4912 2.2105
C -1.2004 1.5802 -0.4793
C -1.0346 1.2513 -1.9811
H -1.1108 2.6545 -0.3401
H -2.2294 1.3933 -0.1465
H -0.5502 0.9642 0.1298
H -1.8266 1.7801 -2.5050
H -0.0625 1.6477 -2.2836
H -1.0093 0.1897 -2.2038
*
```

---

[10]
The following is a DFT calculation (ωB97M-V/def2-TZVPD) of 2 unconnected molecules or ions with the total composition C4H12.

## Properties
- Energy relative to the best compared isomer or geometry (same formula, charge and spin): 135.28 kJ/mol
- Structure (SMILES): CC.CC
- E_HOMO: -11.45 eV
- DFT total energy: -4341.1262 eV

Geometry as ORCA input:
```
! RIJCOSX wB97M-V def2-TZVPD def2/J DEFGRID3
* xyz 0 1
C 1.7601 0.9531 -1.9575
C 1.2360 1.7612 -0.6171
H 2.7908 0.7460 -2.0666
H 1.1628 0.0772 -1.8565
H 1.5442 1.5703 -2.9182
H 0.2676 2.0136 -0.9218
H 1.2117 1.1520 0.2755
H 1.9229 2.5781 -0.4505
C -1.5683 -2.1309 1.4630
C -1.3812 -0.5325 1.1915
H -1.9074 -2.4171 2.3859
H -2.3387 -2.4832 0.7413
H -0.6071 -2.7604 1.3289
H -1.6340 0.0632 2.0041
H -2.1642 -0.3607 0.4213
H -0.5285 -0.4848 0.5766
*
```

---

[11]
The following is a DFT calculation (ωB97M-V/def2-TZVPD) of 2 unconnected molecules or ions with the total composition C4H12.

## Properties
- Energy relative to the best compared isomer or geometry (same formula, charge and spin): 123.58 kJ/mol
- Structure (SMILES): CC.CC
- E_HOMO: -11.26 eV
- DFT total energy: -4341.2475 eV

Geometry as ORCA input:
```
! RIJCOSX wB97M-V def2-TZVPD def2/J DEFGRID3
* xyz 0 1
C -1.6070 0.6260 -0.8524
C -1.1248 0.5461 -2.2572
H -1.9218 -0.2363 -0.1991
H -0.9590 1.1268 -0.2676
H -2.6277 1.1768 -0.7427
H -0.9952 -0.4743 -2.5778
H -0.1761 0.9441 -2.3837
H -1.8623 0.9792 -2.8568
C 1.8503 -0.2553 1.0038
C 1.0569 -0.9231 2.1115
H 1.3857 0.6976 0.5605
H 2.8550 -0.1287 1.0873
H 1.6509 -0.8384 0.0991
H 1.3880 -0.6960 3.1299
H 0.0106 -0.4683 2.0830
H 1.0765 -2.0762 2.0622
*
```

---

[12]
The following is a DFT calculation (ωB97M-V/def2-TZVPD) of 2 unconnected molecules or ions with the total composition C4H12.

## Properties
- Energy relative to the best compared isomer or geometry (same formula, charge and spin): 59.10 kJ/mol
- Structure (SMILES): CC.CC
- E_HOMO: -11.38 eV
- DFT total energy: -4341.9157 eV

Geometry as ORCA input:
```
! RIJCOSX wB97M-V def2-TZVPD def2/J DEFGRID3
* xyz 0 1
C -1.8843 0.4094 -0.0098
C -2.5279 -0.1149 1.3113
H -1.2932 1.2917 0.3648
H -1.1598 -0.2397 -0.4782
H -2.6425 0.7393 -0.6712
H -3.0156 0.6344 1.9593
H -1.8780 -0.6901 1.9709
H -3.3888 -0.7354 1.0394
C 1.4563 -0.3335 -0.7411
C 2.9824 0.0439 -0.6918
H 1.0998 -0.5056 0.2960
H 0.8614 0.3566 -1.1899
H 1.3337 -1.2555 -1.2961
H 3.1291 1.0734 -0.4500
H 3.4287 -0.1767 -1.5843
H 3.4990 -0.4973 0.1708
*
```